# 1
Computed, not measured: a 2-piece molecular cluster, C2H5NS2 overall at a distorted geometry, with the ωB97M-V functional and the def2-TZVPD basis.

Last column: Löwdin charge in e.
Geometry (Å):
C 1.987016 -0.655691 0.804745  -0.089
N 1.785589 -0.426996 -0.556337  0.008
C 1.592533 -0.265439 -1.704606  -0.807
S 1.074811 -0.184924 -3.169386  0.671
H 2.377996 -1.642217 1.110966  0.093
H 2.695907 -0.010103 1.169466  0.055
H 0.987315 -0.761456 1.308811  0.111
S -2.399157 1.225511 -1.400111  0.462
H -1.344990 0.442071 -1.783207  -0.263
H -1.969489 1.431740 -0.156375  -0.241

Forces on the atoms, in the same order (eV/Å):
C -2.2 -2.7 0.5
N 0.5 -0.1 -1.0
C -0.3 -0.7 2.2
S -0.1 0.3 -1.7
H 0.2 -0.1 -1.1
H 1.0 2.1 1.3
H 0.9 1.2 -0.1
S 0.2 -0.4 -0.5
H -0.4 0.4 0.3
H 0.2 -0.1 0.1

* LUMO energy: 0.51 eV
* maximum force: 0.069 Eh/bohr
* SMILES string: CN=C=S.S
* electronic energy: -930.294595 a.u.
* HOMO-LUMO gap: 9.723 eV

---

# 2
Computed, not measured: a 2-piece molecular cluster, C2H5NSi overall at a distorted geometry, with the ωB97M-V functional and the def2-TZVPD basis.

Last column: Löwdin charge in e.
Geometry (Å):
C -0.464802 -0.664904 -1.310995  -0.326
C 0.446097 -1.255561 -1.969512  -0.028
N -1.350221 0.101827 -1.054619  0.134
Si -0.619858 0.904454 2.119185  0.541
H 0.808626 -2.270510 -1.660251  0.070
H 0.792302 -0.991970 -2.978322  0.072
H -1.186705 1.032452 -0.628680  0.041
H 0.683181 0.989131 1.487082  -0.281
H -0.395938 -0.570002 2.640082  -0.222

Forces on the atoms, in the same order (eV/Å):
C 0.0 1.7 -0.8
C 2.6 -3.9 -1.0
N -2.0 1.6 1.2
Si -1.1 -0.8 0.8
H -0.2 1.2 0.0
H -0.6 0.3 0.6
H 0.1 -0.9 0.0
H 1.1 -0.1 -0.5
H 0.0 0.8 -0.3

* LUMO energy: -1.10 eV
* maximum force: 0.094 Eh/bohr
* electronic energy: -423.282244 a.u.
* HOMO-LUMO gap: 7.786 eV

---

# 3
Computed, not measured: a 2-piece molecular cluster, C2H5O2 overall at a distorted geometry, with the ωB97M-V functional and the def2-TZVPD basis.

Last column: Löwdin charge in e.
Geometry (Å):
C -0.575806 1.290353 1.043022  -0.443
O -0.000452 0.365735 0.188639  -0.459
H -0.474943 0.999098 2.102833  0.019
H -0.097552 2.315083 0.951277  0.029
H -1.680579 1.426727 0.870233  0.028
O 1.133955 -2.711330 -1.502715  -0.139
C 0.703414 -1.539593 -1.293366  -0.139
H 1.217361 -0.627681 -1.620617  0.063
H -0.225398 -1.518392 -0.739307  0.042

Forces on the atoms, in the same order (eV/Å):
C 0.7 -0.5 -1.0
O -0.6 0.8 0.5
H 0.0 0.1 0.4
H -0.4 -0.3 0.2
H 0.3 0.1 0.1
O -0.2 3.1 0.0
C 0.6 -4.2 -0.2
H -0.1 -0.1 0.1
H -0.2 1.0 0.0

* LUMO energy: 4.40 eV
* maximum force: 0.083 Eh/bohr
* electronic energy: -229.625215 a.u.
* charge: -1
* HOMO-LUMO gap: 6.858 eV

---

# 4
Computed, not measured: a 2-piece molecular cluster, C2H5O2 overall, with the ωB97M-V functional and the def2-TZVPD basis.

Last column: Löwdin charge in e.
Geometry (Å):
O -1.759390 0.604602 1.443148  -0.133
H -1.494862 0.620531 0.487487  -0.013
O -0.496837 1.020225 -0.968625  -0.206
C 0.587077 0.374073 -0.912531  -0.557
C 0.937910 -0.746773 -0.201597  -0.123
H 1.404486 0.747094 -1.582119  0.067
H 0.174703 -1.363091 0.264726  -0.007
H 1.975207 -1.045134 -0.250149  -0.023
H -1.328294 -0.211527 1.719662  -0.006

Forces on the atoms, in the same order (eV/Å):
O -0.2 -0.5 -0.2
H 0.3 0.6 0.0
O -0.7 -0.1 0.0
C 0.6 -0.1 -0.3
C -0.2 0.2 -0.4
H 0.1 0.2 0.3
H 0.2 0.0 0.3
H 0.0 -0.4 0.0
H 0.0 0.1 0.2

* LUMO energy: 4.80 eV
* maximum force: 0.014 Eh/bohr
* electronic energy: -229.692791 a.u.
* charge: -1
* HOMO-LUMO gap: 7.359 eV

---

# 5
Computed, not measured: a 3-piece molecular cluster, C2H5O2 overall at a distorted geometry, with the ωB97M-V functional and the def2-TZVPD basis.

Last column: Löwdin charge in e.
Geometry (Å):
C -0.301508 1.034487 0.413051  0.032
C 1.761622 -0.199505 -0.028016  -0.055
O 2.844410 -0.225613 -0.678102  0.203
O 0.896890 0.752554 0.089580  0.054
H -1.160137 0.940718 -0.334060  0.166
H -0.361629 1.732081 1.202443  0.125
H -1.013391 -0.213923 1.000068  0.056
H -1.307533 -0.838710 1.510536  0.232
H 3.355588 0.432399 -1.201079  0.187

Forces on the atoms, in the same order (eV/Å):
C -1.3 0.5 -2.0
C 0.7 -3.4 0.5
O -0.3 0.5 0.2
O 0.2 1.9 -1.1
H 1.6 0.1 0.7
H -0.3 0.5 1.0
H -0.8 -2.0 1.6
H 0.9 1.4 -1.1
H -0.8 0.5 0.1

* LUMO energy (alpha / beta): -6.88 / -6.88 eV
* maximum force: 0.068 Eh/bohr
* electronic energy: -229.162483 a.u.
* charge: +1
* HOMO-LUMO gap (alpha / beta): 7.758 / 7.764 eV

---

# 6
Computed, not measured: a 2-piece molecular cluster, C2H5O2 overall at a distorted geometry, with the ωB97M-V functional and the def2-TZVPD basis.

Last column: Löwdin charge in e.
Geometry (Å):
C 2.173120 0.101108 -0.029194  0.221
C -2.301883 0.015721 0.071776  0.011
O -1.138756 -0.287682 -0.139364  -0.039
O 1.492991 -0.962257 -0.007894  0.172
H 3.199929 -0.066647 0.273948  0.144
H 1.573402 1.033384 0.102434  0.157
H -2.826233 -0.354809 0.960731  0.115
H -2.728590 0.477385 -0.766385  0.087
H 0.483479 -0.731950 0.126622  0.132

Forces on the atoms, in the same order (eV/Å):
C -2.1 -1.1 2.5
C 1.6 -1.8 0.0
O 0.8 0.1 0.8
O -0.5 1.5 0.1
H 0.6 0.5 -1.1
H 1.0 -0.2 -0.8
H -0.1 0.5 0.0
H -1.7 1.2 -0.8
H 0.3 -0.6 -0.8

* LUMO energy: -6.77 eV
* maximum force: 0.067 Eh/bohr
* electronic energy: -229.316467 a.u.
* charge: +1
* HOMO-LUMO gap: 8.545 eV

---

# 7
Computed, not measured: one molecule with the formula C2H5O2PS2 at a distorted geometry, with the ωB97M-V functional and the def2-TZVPD basis.

Last column: Löwdin charge in e.
Geometry (Å):
S -1.732220 -2.609125 -0.476241  0.289
P -0.570181 -1.096958 -0.395544  -0.018
S 1.015649 -0.868521 -2.001121  0.413
O -1.210872 0.327444 -0.344578  -0.316
C -0.474130 1.297813 0.384443  -0.178
C 0.678818 0.509523 1.150585  -0.180
O 0.367745 -0.884360 0.969796  -0.322
H 0.773305 -1.898605 -2.893791  -0.169
H -1.055281 1.856752 1.186947  0.143
H -0.121036 1.982116 -0.357191  0.106
H 1.641869 0.759227 0.586103  0.131
H 0.686334 0.624694 2.190592  0.099

Forces on the atoms, in the same order (eV/Å):
S 0.5 0.5 0.0
P 2.1 -1.3 0.2
S -1.0 -0.6 0.5
O -1.2 1.0 0.1
C 0.3 0.1 2.1
C 0.2 -0.2 -3.6
O -0.7 -0.3 -1.5
H -0.2 0.7 1.0
H 0.0 -0.9 -1.4
H 0.5 0.6 -0.1
H -0.9 -0.4 1.3
H 0.3 0.7 1.3

* LUMO energy: 0.40 eV
* maximum force: 0.070 Eh/bohr
* SMILES string: S=P1(S)OCCO1
* electronic energy: -1367.458451 a.u.
* HOMO-LUMO gap: 9.839 eV

---

# 8
Computed, not measured: a 2-piece molecular cluster, C2H5O2S overall at a distorted geometry, with the ωB97M-V functional and the def2-TZVPD basis.

Last column: Löwdin charge in e.
Geometry (Å):
O -0.078539 0.447611 0.109184  -0.007
O -0.566413 -0.523133 -0.207278  -0.002
C 2.103123 1.018984 4.214477  -0.443
S 0.464352 1.664940 4.030229  0.768
C -0.414779 0.246842 3.642876  -0.408
H 2.794819 1.819616 4.471687  0.035
H 2.143229 0.276264 5.007202  0.039
H 2.449014 0.562632 3.290461  0.038
H -1.466490 0.303494 3.462422  -0.015
H 0.070385 -0.698941 3.566421  -0.005

Forces on the atoms, in the same order (eV/Å):
O 3.0 6.0 1.9
O -3.0 -6.0 -1.9
C 0.7 -0.4 0.1
S -0.8 0.0 -0.2
C 0.4 0.5 0.2
H -0.2 0.1 0.0
H -0.1 -0.1 0.1
H 0.0 0.0 -0.1
H -0.3 0.2 0.0
H 0.3 -0.4 0.0

* spin multiplicity: 4
* LUMO energy (alpha / beta): 1.00 / 0.24 eV
* maximum force: 0.137 Eh/bohr
* electronic energy: -627.666168 a.u.
* HOMO-LUMO gap (alpha / beta): 8.015 / 10.073 eV